ORCA calculation (ωB97M-V with the def2-TZVPD basis set) on a cluster of 12 separate species, C54H126N6O12 in total at a distorted geometry.

Computed properties:
SMILES string: CC1(C)CCCC(C)(C)N1O.CC1(C)CCCC(C)(C)N1O.CC1(C)CCCC(C)(C)N1O.CC1(C)CCCC(C)(C)N1O.CC1(C)CCCC(C)(C)N1O.CC1(C)CCCC(C)(C)N1O.O.O.O.O.O.O
Lowest unoccupied orbital energy in eV: -0.150
Kohn-Sham gap in eV: 7.92
HOMO energy in eV: -8.07
Energy above the lowest of the compared OMol25 structures with the same formula, charge and spin in eV: 3.877

```
! RIJCOSX wB97M-V def2-TZVPD def2/J DEFGRID3
* xyz 0 1
O 11.7970 -21.2537 0.5427
O 10.5376 -33.4756 -4.3101
O 7.9954 -20.0041 0.1584
O 10.5742 -31.6092 8.3243
O 12.2201 -22.8474 7.7548
O 11.3504 -21.2407 -2.8854
O 5.4933 -26.4600 0.3084
O 7.8975 -22.4988 -2.4236
O 8.3270 -27.1791 -0.4500
O 7.4400 -34.0296 -0.1499
O 13.0780 -23.0007 -1.3666
O 5.8940 -24.2990 -1.4779
N 11.3147 -30.8638 7.4024
N 11.0407 -23.4163 7.1138
N 9.4529 -26.7901 0.2775
N 6.8424 -19.4107 0.7150
N 6.9113 -33.3684 0.9440
N 10.5652 -32.0910 -4.0046
C 11.5845 -29.3931 -3.7412
C 9.6954 -23.9122 9.2892
C 11.1264 -25.0291 0.8075
C 13.6101 -32.0359 7.9315
C 9.7730 -24.8273 -1.2590
C 11.3398 -30.2356 -2.5199
C 10.9200 -31.1637 5.9903
C 10.4993 -29.6611 -4.7147
C 9.6934 -29.0477 1.2623
C 11.4933 -31.4373 -6.2662
C 10.4297 -31.2011 -5.1700
C 8.6302 -23.6837 7.0295
C 12.5107 -24.4623 5.4754
C 12.7503 -29.9395 9.0873
C 5.8697 -20.4462 1.2380
C 6.1878 -18.3675 -0.1366
C 4.9463 -33.2124 2.5651
C 7.9148 -33.3916 2.0764
C 12.9477 -32.0408 -3.2993
C 11.0338 -27.1622 2.1655
C 9.2520 -32.6375 1.6409
C 5.5157 -21.4568 0.1449
C 8.6560 -24.5054 0.9850
C 8.4246 -34.7782 2.5969
C 4.6213 -19.8210 1.8139
C 8.7812 -25.0564 6.4705
C 6.5139 -21.1794 2.4512
C 5.1280 -35.2321 1.1164
C 9.6768 -27.5570 1.5505
C 5.4417 -33.6835 1.1932
C 9.7192 -25.3485 0.1778
C 11.3503 -24.7329 6.5031
C 4.6413 -33.0346 0.0661
C 9.6667 -21.6384 8.1263
C 7.3071 -32.6047 3.2037
C 11.3562 -25.6526 2.1964
C 10.9927 -32.6752 5.6261
C 4.9750 -17.6497 0.5507
C 3.9721 -18.6943 1.0046
C 6.0342 -33.2393 3.6818
C 11.7177 -25.9371 7.4493
C 11.7977 -30.3173 4.9131
C 10.0723 -25.1287 5.6847
C 5.8427 -18.8435 -1.5603
C 12.7674 -30.7266 7.7761
C 11.2063 -32.4206 -1.5866
C 9.7875 -23.1637 7.9338
C 9.0052 -31.5209 -5.8483
C 11.5618 -31.7434 -2.9302
C 7.3408 -17.3459 -0.1978
C 13.5467 -29.8562 6.7369
C 8.5500 -27.2551 2.5899
C 13.3054 -30.2537 5.2776
C 9.4254 -30.7440 5.7786
H 13.3692 -31.3209 -4.0008
H 8.7544 -26.3701 3.1925
H 14.6208 -29.9854 6.8699
H 11.6940 -30.7789 3.9312
H 10.4213 -21.2360 8.8022
H 9.7261 -31.2255 8.0894
H 13.9461 -23.0070 -0.9635
H 10.7045 -24.0358 9.6822
H 11.8261 -22.1364 0.1736
H 8.4798 -23.4894 0.6317
H 8.9099 -24.2815 2.0211
H 10.3360 -33.3039 6.2275
H 6.3849 -21.9557 -0.2837
H 7.6624 -24.9531 0.9602
H 8.8800 -35.2820 1.7443
H 5.5184 -35.7098 2.0150
H 4.0796 -35.5185 1.0333
H 5.2574 -17.1247 1.4632
H 8.7713 -30.6055 -6.3918
H 13.0041 -33.0457 -3.7178
H 7.6437 -35.4336 2.9825
H 3.8167 -20.5418 1.9593
H 13.3366 -28.7917 6.8406
H 13.1072 -32.7825 8.5462
H 10.4333 -32.8260 4.7028
H 7.8937 -25.4031 5.9410
H 4.4579 -16.9652 -0.1217
H 11.3602 -29.3269 4.7874
H 4.7777 -19.3933 2.8042
H 13.4357 -24.0992 5.9234
H 4.9313 -21.1019 -0.7039
H 13.7025 -31.2553 5.1131
H 9.0639 -23.3111 9.9434
H 6.3893 -26.7867 0.2275
H 10.8221 -26.2510 7.9854
H 10.3801 -30.0110 -2.0544
H 7.3207 -21.8134 2.0835
H 10.3320 -29.3301 0.4253
H 9.0642 -32.2675 -6.6403
H 11.1957 -30.9462 -7.1926
H 13.5631 -32.0989 -2.4015
H 12.1590 -30.4342 9.8578
H 11.0639 -27.5229 3.1936
H 10.1292 -32.4607 -1.4248
H 6.6622 -23.7340 -1.5606
H 6.8667 -20.3999 3.1265
H 11.6825 -32.4976 -6.4339
H 6.9114 -31.7193 2.7062
H 12.2998 -26.7098 6.9470
H 11.4574 -33.5482 -4.5754
H 11.5374 -33.4563 -1.5111
H 6.1970 -34.2627 4.0197
H 7.7680 -23.7490 7.6932
H 8.7509 -25.8240 7.2437
H 12.1742 -23.7707 4.7030
H 12.3094 -21.3137 1.3490
H 12.3875 -25.5962 8.2388
H 4.1290 -33.8560 2.8905
H 13.7181 -32.5476 6.9752
H 4.8753 -31.9853 -0.1135
H 5.7488 -21.7490 2.9788
H 7.6815 -16.8431 0.7073
H 3.5730 -33.2228 0.1739
H 11.4776 -23.9983 0.8562
H 7.4858 -33.3206 -0.7956
H 8.6300 -31.4469 6.0264
H 7.5541 -27.1688 2.1555
H 8.3898 -28.0398 3.3292
H 8.6705 -29.3561 1.0462
H 9.2483 -24.9062 9.2792
H 8.2023 -22.2097 -3.2837
H 8.2969 -23.0781 6.1867
H 4.8794 -33.4972 -0.8917
H 8.6448 -21.2613 8.1648
H 5.5094 -32.7331 4.4920
H 8.6552 -19.7039 0.7878
H 8.7981 -24.7797 -1.7442
H 6.3363 -19.7899 -1.7810
H 9.5961 -29.1621 -4.3635
H 12.4927 -31.0756 -6.0242
H 11.9993 -21.8724 -2.5756
H 9.1782 -34.6526 3.3743
H 8.2932 -31.8374 -5.0861
H 9.9193 -33.2165 1.0025
H 11.8290 -25.3708 0.0474
H 12.5294 -29.4120 -4.2843
H 12.0144 -29.7787 -1.7959
H 7.9278 -32.4344 4.0835
H 10.1458 -26.1499 5.3107
H 13.7500 -29.6647 9.4238
H 7.8092 -21.6918 -1.9165
H 3.2489 -18.2398 1.6818
H 14.5396 -31.9397 8.4925
H 10.2126 -23.8299 -1.2751
H 9.7845 -21.1236 7.1728
H 11.5356 -31.9589 -0.6557
H 10.0687 -29.5711 2.1417
H 12.0255 -33.0232 5.6089
H 10.8059 -29.0781 -5.5832
H 11.8675 -20.5447 -3.2909
H 11.4454 -28.3215 -3.5988
H 9.9556 -32.3617 2.4264
H 12.2431 -23.3462 8.5747
H 5.0808 -22.3382 0.6163
H 4.5238 -32.2132 2.4590
H 5.5428 -25.5490 0.0187
H 5.8798 -24.8052 -2.2903
H 3.3668 -19.1400 0.2153
H 7.0120 -16.5577 -0.8751
H 9.3005 -30.3822 4.7581
H 5.5839 -35.7657 0.2825
H 13.1676 -23.5599 -2.1383
H 10.2967 -25.4733 -1.9636
H 4.7811 -19.0082 -1.7445
H 9.2143 -29.8933 6.4265
H 10.6420 -25.2528 2.9163
H 8.3025 -17.7294 -0.5386
H 13.8330 -29.6266 4.5589
H 12.3705 -25.4109 2.5138
H 12.2818 -28.9576 9.0202
H 11.8768 -27.5151 1.5714
H 8.9809 -31.6523 1.2616
H 9.9916 -24.4542 4.8323
H 8.7663 -27.4868 -1.2462
H 6.1770 -18.2035 -2.3769
H 12.7617 -25.3909 4.9628
*
```